Record 1
Computed, not measured: C24H30Cl2HfN3O5 as an isolated structure, with wB97M-V/def2-TZVPD.

```
65
Properties=species:S:1:pos:R:3:lowdin_charge:R:1
Hf 0.95 0.88 -0.24 1.718
C -2.93 -2.51 1.61 -0.113
N -2.44 -1.11 1.65 -0.209
C -2.00 -0.72 3.00 -0.095
C -1.52 -0.76 0.55 -0.577
O -1.01 0.48 0.77 -0.252
C -2.33 -0.86 -0.78 -0.077
O -1.85 0.00 -1.86 -0.119
C -2.42 1.23 -1.76 -0.150
C -1.57 2.27 -0.95 -0.442
O -0.38 2.33 -1.11 -0.045
N -2.20 3.09 -0.14 -0.090
C -3.69 2.98 0.10 -0.001
C -1.53 4.14 0.55 -0.032
H -3.70 -2.66 2.46 0.094
H -3.46 -2.74 0.67 0.074
H -2.10 -3.31 1.76 0.100
H -3.01 -0.63 3.53 0.086
H -1.48 -1.60 3.46 0.076
H -1.41 0.25 2.99 0.101
H -2.33 -1.86 -1.21 0.125
H -3.37 -0.64 -0.50 0.117
H -2.62 1.74 -2.70 0.139
H -3.46 1.17 -1.38 0.105
H -4.26 3.07 -0.82 0.087
H -3.89 2.06 0.57 0.075
H -4.06 3.74 0.78 0.089
H -0.48 4.22 0.28 0.097
H -2.02 5.10 0.40 0.092
H -1.46 3.89 1.60 0.100
Cl 6.67 3.27 2.95 0.648
C 5.06 3.07 2.49 -0.739
C 4.04 3.57 3.26 -0.170
C 2.71 3.30 2.90 -0.594
Cl 1.47 3.86 3.99 0.634
C 2.37 2.56 1.77 -0.372
O 1.13 2.21 1.43 -0.227
C 3.48 2.04 1.04 -0.222
C 3.16 1.22 -0.12 -0.374
O 2.36 1.95 -1.06 -0.373
C 4.78 2.18 1.43 -0.083
H 4.15 4.14 4.16 0.083
H 4.06 0.81 -0.64 0.090
H 5.68 1.79 0.86 0.121
C -0.34 -1.79 0.39 -0.230
H -0.82 -2.74 0.10 0.098
H 0.15 -1.98 1.36 0.112
C 1.36 -4.10 0.10 -0.090
C 0.96 -3.70 -1.27 -0.250
C 0.93 -4.66 -2.25 -0.076
C 0.84 -4.32 -3.65 -0.093
C 0.87 -2.95 -3.96 -0.068
C 0.82 -1.99 -2.94 -0.242
C 0.86 -0.57 -3.32 -0.075
C 0.79 -2.30 -1.57 -0.219
N 0.59 -1.32 -0.61 -0.112
H 2.11 -4.92 0.05 0.078
H 0.57 -4.62 0.77 0.105
H 1.77 -3.33 0.74 0.065
H 0.95 -5.69 -1.89 0.102
H 0.94 -5.10 -4.36 0.066
H 0.92 -2.62 -5.02 0.102
H 0.76 -0.50 -4.41 0.071
H 1.86 -0.11 -3.13 0.094
H 0.05 0.06 -2.86 0.068
```

* ΔE to the lowest compared entry with this formula, charge and spin: 0.000 eV
* E_HOMO: -3.80 eV
* charge: -1

---

Record 2
Computed, not measured: one molecule with the formula C3H5NO2S2, with wB97M-V/def2-TZVPD.

```
13
Properties=species:S:1:pos:R:3:lowdin_charge:R:1
C -1.40 -0.48 1.16 -0.072
O -1.57 0.09 -0.14 -0.152
C -0.82 1.17 -0.30 -0.929
S -1.50 2.44 -1.12 0.724
O 0.52 1.13 -0.03 -0.069
N 0.95 -0.25 -0.15 -0.134
C 1.74 -0.48 -1.27 -0.688
S 3.14 -1.27 -1.05 0.676
H -0.51 -1.17 0.93 0.088
H -2.42 -0.93 1.44 0.125
H -1.10 0.23 2.02 0.124
H 1.52 -0.59 0.76 0.174
H 1.45 0.09 -2.26 0.132
```

* ΔE to the lowest compared entry with this formula, charge and spin: 4.755 eV
* SMILES: COC(=S)ONC=S
* E_HOMO: -8.94 eV

---

Record 3
Computed, not measured: one molecule with the formula C6H7ClO2Si, with wB97M-V/def2-TZVPD.

```
17
Properties=species:S:1:pos:R:3:lowdin_charge:R:1
O 2.68 -0.76 0.71 -0.074
Si 1.54 -1.32 -0.22 -0.189
O 0.83 -2.74 0.25 -0.100
Cl 2.24 -1.53 -2.02 0.505
C 0.12 -0.11 -0.09 -0.253
C 0.35 1.22 0.06 -0.128
C -0.70 2.16 0.06 -0.117
C -2.00 1.70 0.10 -0.086
C -2.26 0.30 -0.16 -0.058
C -1.21 -0.61 -0.16 -0.075
H 3.52 -0.49 0.98 0.051
H 1.34 -3.37 0.66 0.003
H 1.48 1.53 0.12 0.137
H -0.51 3.30 0.15 0.130
H -2.78 2.53 0.10 0.116
H -3.19 -0.21 -0.22 0.086
H -1.44 -1.57 -0.32 0.052
```

* ΔE to the lowest compared entry with this formula, charge and spin: 0.347 eV
* SMILES: O[Si](O)(Cl)c1ccccc1
* E_HOMO: -9.28 eV

---

Record 4
Computed, not measured: a 4-piece molecular cluster, C18H36BBrO10 overall, with wB97M-V/def2-TZVPD.

```
66
Properties=species:S:1:pos:R:3:lowdin_charge:R:1
C 3.06 1.39 0.31 -0.128
C 2.06 2.42 0.80 -0.728
Br 2.89 3.43 2.27 0.685
C 1.59 3.40 -0.26 -0.209
C 0.37 2.96 -1.07 -0.132
O 0.39 1.55 -1.40 -0.021
C -0.29 0.68 -0.62 -0.516
O 0.22 -0.37 -0.30 0.120
C -1.69 1.05 -0.22 0.025
B -1.76 1.39 1.33 -0.684
O -2.69 2.29 1.80 0.173
O -0.94 0.74 2.21 0.168
H 2.57 0.71 -0.38 0.073
H 3.50 0.83 1.13 0.054
H 3.87 1.89 -0.23 0.089
H 1.21 1.93 1.28 0.065
H 2.42 3.61 -0.94 0.122
H 1.32 4.35 0.20 0.095
H -0.56 3.21 -0.56 0.124
H 0.35 3.47 -2.02 0.115
H -2.13 1.82 -0.84 0.117
H -2.28 0.13 -0.34 0.129
H -2.34 2.93 2.43 0.114
H -0.40 0.07 1.79 0.096
C -3.47 -1.76 2.30 -0.054
C -3.71 -3.17 2.81 -0.232
O -4.92 -3.73 2.28 -0.001
C -4.98 -4.33 1.07 -0.527
C -3.79 -4.27 0.14 0.011
O -6.00 -4.87 0.75 0.108
H -3.32 -1.75 1.22 0.066
H -2.58 -1.34 2.77 0.077
H -4.32 -1.12 2.54 0.094
H -2.86 -3.82 2.61 0.112
H -3.87 -3.16 3.88 0.124
H -3.94 -3.43 -0.54 0.094
H -3.78 -5.18 -0.45 0.091
H -2.83 -4.15 0.63 0.068
C -3.22 1.23 -6.96 -0.063
C -1.74 1.54 -6.97 -0.234
O -1.41 2.64 -6.12 0.004
C -1.20 2.50 -4.80 -0.511
C -1.47 1.19 -4.11 0.027
O -0.83 3.47 -4.18 0.102
H -3.55 0.91 -5.97 0.068
H -3.44 0.43 -7.66 0.082
H -3.79 2.11 -7.24 0.084
H -1.13 0.66 -6.72 0.111
H -1.43 1.86 -7.96 0.123
H -2.48 1.23 -3.69 0.100
H -0.75 1.10 -3.31 0.069
H -1.40 0.31 -4.75 0.075
C 4.55 -3.13 3.47 -0.065
C 5.89 -2.47 3.73 -0.239
O 6.11 -1.35 2.87 -0.003
C 5.63 -0.11 3.14 -0.530
C 4.68 0.09 4.30 0.011
O 5.94 0.79 2.42 0.096
H 3.72 -2.46 3.69 0.068
H 4.45 -4.02 4.09 0.081
H 4.48 -3.43 2.42 0.084
H 6.00 -2.19 4.77 0.110
H 6.70 -3.16 3.49 0.122
H 3.66 0.05 3.90 0.089
H 4.84 1.09 4.69 0.091
H 4.77 -0.64 5.10 0.068
```

* SMILES: C[C@@H](Br)CCOC(=O)CB(O)O.CCOC(C)=O.CCOC(C)=O.CCOC(C)=O
* E_HOMO: -9.94 eV

---

Record 5
Computed, not measured: C3H7NOS as an isolated structure, with wB97M-V/def2-TZVPD.

```
13
Properties=species:S:1:pos:R:3:lowdin_charge:R:1
C 0.54 1.81 -0.13 -0.109
C -0.98 -0.38 -0.13 -0.599
C -2.39 0.41 0.14 -0.087
H -0.53 2.40 0.30 0.122
H 0.75 2.08 -1.09 0.027
H 1.36 1.79 0.64 0.034
H 1.50 -1.83 -0.19 -0.023
H -3.41 -0.11 1.26 0.200
H -1.86 1.53 0.85 0.107
H -3.03 0.50 -1.08 0.146
N 0.24 0.28 -0.21 -0.526
O -0.95 -1.63 -0.12 -0.062
S 1.76 -0.39 0.15 0.768
```

* ΔE to the lowest compared entry with this formula, charge and spin: 7.233 eV
* E_HOMO: -8.58 eV

---

Record 6
Computed, not measured: a 9-piece molecular cluster, C18H52BBr2N16O8 overall, with wB97M-V/def2-TZVPD.

```
97
Properties=species:S:1:pos:R:3:lowdin_charge:R:1
C 3.77 -5.76 2.33 -0.166
C 2.50 -5.06 2.87 -0.284
B 2.12 -3.71 2.02 -0.694
C 0.66 -3.07 2.42 -0.192
C -0.46 -4.08 2.70 -0.218
C -1.88 -3.54 2.46 -0.445
C -2.19 -2.34 3.36 -0.082
C -2.16 -3.23 1.00 -0.086
C 3.25 -2.52 2.24 -0.563
Br 4.50 -2.68 3.73 0.699
C 3.41 -1.40 1.52 -0.767
C 4.35 -0.25 1.72 -0.207
Br 2.31 -1.16 -0.04 0.729
H 3.46 -6.56 1.66 0.060
H 4.42 -5.08 1.80 0.046
H 4.28 -6.26 3.15 0.038
H 1.70 -5.80 2.83 0.068
H 2.62 -4.83 3.93 0.055
H 2.15 -4.02 0.83 0.089
H 0.80 -2.48 3.33 0.094
H 0.29 -2.37 1.67 0.038
H -0.32 -5.00 2.13 0.099
H -0.40 -4.39 3.75 0.108
H -2.58 -4.33 2.78 0.119
H -3.16 -1.94 3.07 0.039
H -2.29 -2.68 4.39 0.074
H -1.42 -1.57 3.27 0.074
H -2.02 -4.11 0.38 0.072
H -1.50 -2.44 0.64 0.065
H -3.18 -2.86 0.91 0.063
H 5.27 -0.37 1.16 0.074
H 4.56 -0.09 2.77 0.031
H 3.87 0.65 1.35 0.037
C -3.97 1.06 2.00 -0.676
O -4.13 0.08 2.71 0.020
N -3.49 2.25 2.48 0.158
N -4.26 1.05 0.66 0.160
H -3.34 3.05 1.90 0.094
H -3.27 2.31 3.46 0.088
H -4.60 0.19 0.27 0.097
H -4.12 1.84 0.05 0.055
C -0.02 3.02 -0.89 -0.687
O -0.25 4.23 -0.84 -0.022
N -0.95 2.11 -1.28 0.171
N 1.19 2.49 -0.55 0.158
H -0.76 1.13 -1.32 0.099
H -1.86 2.44 -1.55 0.049
H 1.91 3.12 -0.24 0.098
H 1.38 1.51 -0.60 0.020
C -4.83 2.05 -2.74 -0.660
O -3.80 2.31 -2.13 -0.006
N -5.92 2.86 -2.68 0.160
N -4.96 0.95 -3.52 0.175
H -6.78 2.67 -3.16 0.096
H -5.86 3.69 -2.11 0.104
H -4.17 0.33 -3.57 0.106
H -5.79 0.72 -4.03 0.071
C -6.25 -0.59 -6.78 -0.677
O -6.80 -0.66 -5.69 0.010
N -4.93 -0.85 -6.95 0.157
N -6.94 -0.26 -7.92 0.150
H -4.46 -0.81 -7.84 0.095
H -4.40 -1.11 -6.14 0.101
H -7.92 -0.07 -7.82 0.102
H -6.52 -0.21 -8.82 0.093
C 3.05 6.28 -3.18 -0.677
O 3.91 6.45 -4.03 -0.002
N 2.79 7.20 -2.21 0.153
N 2.27 5.16 -3.13 0.170
H 2.09 7.08 -1.51 0.097
H 3.34 8.04 -2.21 0.099
H 2.43 4.46 -3.82 0.102
H 1.56 5.01 -2.43 0.074
C 7.34 -7.21 4.07 -0.682
O 6.51 -7.58 3.26 0.038
N 7.61 -5.89 4.28 0.155
N 8.07 -8.10 4.84 0.134
H 8.29 -5.56 4.95 0.085
H 7.08 -5.22 3.75 0.094
H 7.88 -9.07 4.71 0.093
H 8.75 -7.81 5.51 0.080
C -5.62 3.70 5.25 -0.680
O -4.52 3.22 5.43 0.031
N -6.16 4.64 6.09 0.141
N -6.40 3.34 4.19 0.155
H -7.07 5.05 5.96 0.085
H -5.61 4.93 6.88 0.098
H -6.03 2.65 3.57 0.089
H -7.32 3.72 4.02 0.087
C 6.67 4.86 -6.96 -0.692
O 7.52 5.04 -7.82 0.005
N 6.40 5.77 -5.99 0.159
N 5.91 3.72 -6.91 0.142
H 5.69 5.65 -5.28 0.060
H 6.93 6.62 -5.99 0.101
H 6.09 3.02 -7.61 0.095
H 5.21 3.56 -6.22 0.088
```

* E_HOMO: -4.75 eV
* charge: -1

---

Record 7
Computed, not measured: a 3-piece molecular cluster, C2Br2F2N2 overall, with wB97M-V/def2-TZVPD.

```
8
Properties=species:S:1:pos:R:3:lowdin_charge:R:1
Br 4.11 -0.35 0.65 -0.003
Br 5.63 1.21 0.02 0.010
N -4.36 0.37 -0.18 0.172
C -3.30 0.76 -0.07 -0.334
F -2.13 1.25 0.03 0.164
N 0.03 -2.25 0.07 0.172
C 0.01 -1.12 -0.12 -0.328
F 0.01 0.12 -0.42 0.147
```

* ΔE to the lowest compared entry with this formula, charge and spin: 0.166 eV
* SMILES: BrBr.N#CF.N#CF
* E_HOMO: -10.48 eV

---

Number 1: orbital gap 6.24 eV. Number 2: orbital gap 8.21 eV. Number 3: orbital gap 9.72 eV. Number 4: orbital gap 10.13 eV. Number 5: orbital gap 8.77 eV. Number 6: orbital gap 6.06 eV. Number 7: orbital gap 8.91 eV.